DFT (ωB97M-V/def2-TZVPD) results for a molecular structure, C34H26N2OPRe.

Last column: Mulliken spin population.
Atoms and positions in Å:
Re: -0.95688 -0.02975 -1.27892  2.765
C: -4.11023 -2.05979 0.73821  -0.023
C: -4.65826 -1.02576 1.48950  0.105
C: -4.13821 0.27111 1.43123  -0.020
C: -3.05179 0.52790 0.61972  0.082
C: -2.46739 -0.53806 -0.11139  -0.088
C: -3.00371 -1.82891 -0.06779  0.097
C: -2.49443 1.86007 0.34254  -0.019
C: -2.91779 3.06890 0.88884  0.009
C: -2.35442 4.23586 0.42996  0.018
C: -1.36710 4.22718 -0.57717  -0.011
C: -0.78487 5.40864 -1.10016  0.008
C: 0.15549 5.33347 -2.08767  0.000
C: 0.55594 4.07741 -2.59501  0.037
C: 0.01316 2.91811 -2.10286  0.089
C: -0.95548 2.98133 -1.08870  -0.147
N: -1.52233 1.82486 -0.59112  -0.094
H: -4.54722 -3.04845 0.78087  0.003
H: -5.51988 -1.21897 2.11487  0.002
H: -4.61487 1.05962 1.99811  0.003
H: -2.56842 -2.63973 -0.63950  0.015
H: -3.68908 3.08398 1.64444  0.004
H: -2.68145 5.18615 0.83565  -0.001
H: -1.10409 6.36746 -0.71201  0.000
H: 0.59435 6.23384 -2.49425  0.001
H: 1.29517 4.03384 -3.38363  0.001
H: 0.34327 1.96339 -2.52180  0.022
O: -1.49198 -1.93100 -3.25089  0.010
N: -0.34016 -1.56456 -2.57989  -0.054
C: 0.81368 -1.97618 -2.96934  0.020
C: 2.06944 -1.63993 -2.31885  0.016
C: 3.21062 -1.90609 -3.07095  0.020
C: 4.47591 -1.59597 -2.57688  -0.005
C: 4.59570 -1.03420 -1.32255  0.018
C: 3.45990 -0.78496 -0.54456  -0.011
C: 2.19390 -1.08227 -1.02049  -0.027
P: 0.80743 -0.88652 0.12926  0.210
C: 0.37565 -2.47036 0.81151  0.022
C: 1.02675 -3.62868 0.37657  0.004
C: 0.70041 -4.85131 0.94304  0.002
C: -0.26009 -4.91781 1.94261  -0.003
C: -0.90721 -3.76570 2.38126  0.005
C: -0.59912 -2.54278 1.81631  -0.009
C: 1.25442 0.31269 1.36864  -0.084
C: 1.57574 1.61136 0.95602  0.034
C: 1.99752 2.54380 1.88381  0.004
C: 2.10594 2.18463 3.22576  -0.003
C: 1.80893 0.89377 3.63500  0.002
C: 1.38581 -0.05208 2.71114  0.004
H: -1.27566 -2.48183 -4.02427  0.005
H: 0.84856 -2.60411 -3.85893  -0.003
H: 3.11523 -2.35288 -4.05287  0.000
H: 5.35369 -1.80346 -3.17338  0.000
H: 5.57399 -0.79745 -0.92574  0.000
H: 3.58715 -0.36986 0.44697  0.001
H: 1.80380 -3.58591 -0.37534  0.001
H: 1.20724 -5.74888 0.61665  0.000
H: -0.50223 -5.87229 2.39106  0.000
H: -1.64694 -3.82632 3.16800  0.000
H: -1.11030 -1.65123 2.16013  -0.012
H: 1.53383 1.89378 -0.08998  -0.024
H: 2.25914 3.54432 1.56676  0.000
H: 2.44171 2.91405 3.95088  0.000
H: 1.91803 0.61426 4.67389  0.000
H: 1.18407 -1.06175 3.03773  0.000

Output
Spin multiplicity: 4
Net charge: +3
⟨S²⟩: 3.805
Frontier orbital gap (alpha / beta) (eV): 6.8 / 6.2
LUMO (alpha / beta) (eV): -10.420 / -11.130

DFT (ωB97M-V/def2-TZVPD) results for 3 unconnected molecules or ions with the total composition C38H62FIO12.

Last column: Löwdin charge in e.
Atoms and positions in Å:
C: -0.34875 -5.28407 2.33197  -0.082
C: -0.96105 -5.29932 0.82591  -0.263
O: -1.48464 -4.01967 0.41404  -0.196
C: -0.47277 -3.25404 -0.32066  -0.140
C: -0.60650 -1.65993 -0.03812  -0.154
O: -1.57060 -1.10741 -0.96343  -0.167
C: -1.34879 0.29474 -1.21575  -0.105
C: -2.02403 0.86136 -2.54670  -0.344
F: -1.45686 2.17818 -2.84770  -0.015
C: -3.57700 1.19542 -2.16971  -0.099
O: -4.21774 0.13876 -1.42836  -0.129
C: -4.46723 0.54361 -0.04158  -0.330
C: -4.44797 -0.79779 0.83857  -0.081
C: -3.60590 -0.72598 2.19380  -0.699
O: -3.82096 -1.63988 3.04309  -0.073
I: -2.09355 0.73990 2.71873  0.873
C: -5.90323 1.25385 0.16190  -0.095
C: -5.97662 1.64446 1.73566  -0.183
C: -5.07650 2.79564 2.28740  -0.074
C: -5.04050 3.21767 3.79736  -0.044
C: -5.94252 2.46486 4.84480  -0.211
C: -5.88963 2.85318 6.41216  -0.096
C: -6.84962 1.32412 4.28617  -0.025
C: -6.87467 0.91154 2.76884  -0.023
O: -2.08015 -0.01558 -3.65646  -0.048
C: -0.82191 -0.63190 -4.00201  -0.172
C: 0.30104 0.35133 -4.59356  -0.157
C: 1.37654 0.88155 -3.53287  -0.203
C: 2.12123 -0.25512 -2.67948  -0.186
C: 3.02496 0.53389 -1.56629  -0.186
C: 3.01777 -0.19341 -0.12176  -0.192
C: 2.23997 0.62713 1.02722  -0.207
C: 3.21241 1.31044 2.12353  -0.197
C: 3.27281 2.91747 2.02608  -0.207
C: 1.96385 3.65716 2.59806  -0.182
C: 1.89717 5.21638 2.12572  -0.224
O: 2.15036 5.39594 0.70875  -0.244
C: 1.25807 4.56590 -0.08221  -0.109
H: -1.05833 -4.76697 3.08168  0.086
H: 0.69691 -4.81297 2.34888  0.041
H: -0.22968 -6.36621 2.73026  0.084
H: -1.84377 -6.04628 0.87595  0.122
H: -0.18921 -5.74455 0.08876  0.128
H: 0.54044 -3.59621 0.09340  0.123
H: -0.52782 -3.46940 -1.45761  0.142
H: 0.44711 -1.22813 -0.12265  0.089
H: -1.04821 -1.57996 1.01912  0.095
H: -0.20165 0.43338 -1.33818  0.120
H: -1.62125 0.94020 -0.29422  0.093
H: -4.11279 1.25438 -3.19581  0.151
H: -3.67357 2.23917 -1.70767  0.142
H: -3.67585 1.31827 0.23181  0.088
H: -4.09721 -1.66327 0.18268  0.144
H: -5.54945 -1.01956 1.11637  0.128
H: -5.89660 2.27507 -0.38335  0.124
H: -6.79169 0.60821 -0.15883  0.129
H: -4.37669 3.38682 1.59621  0.094
H: -4.35715 4.05649 4.18442  0.096
H: -4.77806 3.07226 6.63842  0.081
H: -6.55881 3.73559 6.67818  0.079
H: -6.14385 1.90487 7.00231  0.076
H: -7.50929 0.77299 5.03776  0.089
H: -7.53097 0.05590 2.39761  0.095
H: -1.06426 -1.37652 -4.85692  0.138
H: -0.35373 -1.28401 -3.18037  0.113
H: -0.22718 1.23638 -5.08788  0.118
H: 0.86240 -0.22561 -5.42661  0.113
H: 2.21179 1.41667 -4.15467  0.117
H: 0.99307 1.66322 -2.79549  0.093
H: 2.85401 -0.90195 -3.26786  0.118
H: 1.43161 -0.93598 -2.07223  0.075
H: 2.60183 1.59760 -1.38084  0.091
H: 4.08355 0.70722 -1.98539  0.114
H: 2.57648 -1.24808 -0.15377  0.094
H: 4.12587 -0.23781 0.21114  0.107
H: 1.47903 1.38881 0.63551  0.092
H: 1.61911 -0.15713 1.61377  0.099
H: 2.79692 1.07488 3.17775  0.111
H: 4.28585 0.91355 2.09986  0.105
H: 4.14378 3.24317 2.71848  0.117
H: 3.55332 3.28016 0.97868  0.110
H: 1.92859 3.69735 3.74887  0.117
H: 0.97342 3.16186 2.26662  0.093
H: 0.86466 5.68959 2.36481  0.125
H: 2.66585 5.85495 2.68638  0.126
H: 0.26113 4.43964 0.46140  0.097
H: 1.17504 4.98588 -1.13921  0.106
H: 1.72673 3.51904 -0.17793  0.062
C: 4.40032 -3.77967 6.47388  -0.020
C: 3.44789 -4.42450 5.49040  -0.345
C: 3.81220 -5.83014 5.11123  -0.107
O: 3.20292 -5.95962 3.83217  0.065
C: 3.15817 -4.70743 3.29541  -0.541
O: 2.87358 -4.46444 2.15801  0.134
O: 3.48821 -3.76571 4.22561  0.088
H: 5.44224 -3.96731 6.20045  0.088
H: 4.26739 -2.69507 6.48267  0.090
H: 4.23548 -4.16384 7.48294  0.090
H: 2.42088 -4.35883 5.86567  0.162
H: 3.41623 -6.57057 5.80802  0.143
H: 4.88938 -5.98646 4.99609  0.141
C: 3.40196 -0.77384 -8.96747  -0.020
C: 3.00499 0.53052 -8.31074  -0.350
C: 3.47510 1.75542 -9.03970  -0.109
O: 3.53008 2.71963 -7.99527  0.066
C: 3.76669 2.03042 -6.84251  -0.533
O: 4.05114 2.53462 -5.79152  0.150
O: 3.64394 0.68590 -7.04491  0.076
H: 4.44705 -0.75605 -9.28842  0.088
H: 3.30262 -1.60412 -8.26391  0.089
H: 2.77774 -0.97458 -9.84100  0.091
H: 1.92290 0.55006 -8.14048  0.158
H: 2.78471 2.06987 -9.82397  0.143
H: 4.47823 1.65245 -9.46542  0.141

Output
Frontier orbital gap (eV): 8.7
SMILES: CCOCCOC[C@](F)(CO[C@H](CC(=O)I)Cc1ccc(C)cc1)OCCCCCCCCCCCOC.C[C@@H]1COC(=O)O1.C[C@@H]1COC(=O)O1
LUMO (eV): 0.236

DFT (ωB97M-V/def2-TZVPD) results for a single C3H4S molecule.

Last column: Löwdin charge in e.
Atoms and positions in Å:
C: 0.44037 0.76575 0.74119  -0.099
C: -0.03680 -0.28556 -0.13897  -0.554
C: -0.85570 -0.81142 -1.12145  -0.311
S: 0.37205 -2.04492 -0.55293  0.663
H: 0.78028 0.34005 1.68255  0.081
H: -0.34838 1.49354 0.93543  0.086
H: 1.28814 1.27722 0.28029  0.089
H: -1.63994 -0.73467 -1.82610  0.045

Output
Frontier orbital gap (eV): 8.3
SMILES: CC1=CS1
LUMO (eV): 0.986
Relative energy (zero: lowest compared OMol25 entry of this formula, charge and spin) (eV): 1.417

DFT (ωB97M-V/def2-TZVPD) results for a molecular structure, CF3FeMgNO3S3.

Last column: Mulliken spin population.
Atoms and positions in Å:
Fe: 2.12946 -0.43491 1.29908  3.717
N: 0.15421 1.11907 -0.63513  0.002
S: 0.47998 2.07089 0.78006  0.012
O: 2.04660 1.54052 0.97806  0.052
S: -0.34819 -0.38968 -0.29543  -0.010
O: 0.21779 -0.84320 1.04867  0.041
O: 0.17784 -1.63192 -1.55717  0.009
C: -2.17445 -0.29126 0.07836  0.005
F: -2.42690 0.53357 1.07630  0.000
F: -2.79472 0.12481 -1.01251  0.001
F: -2.59565 -1.50666 0.38954  -0.001
Mg: 2.25347 1.18033 -0.99857  -0.012
S: 2.88054 -1.47156 -1.15125  0.183

Output
Spin multiplicity: 5
⟨S²⟩: 6.013
Frontier orbital gap (alpha / beta) (eV): 5.6 / 5.5
LUMO (alpha / beta) (eV): -1.520 / -1.523

DFT (ωB97M-V/def2-TZVPD) results for 6 unconnected molecules or ions with the total composition C24H60O12.

Last column: Löwdin charge in e.
Atoms and positions in Å:
C: 0.99375 -2.56434 -0.91948  -0.095
O: 0.11589 -1.61481 -0.34844  -0.197
C: 0.62614 -0.30555 -0.47424  -0.216
C: -0.37430 0.70406 -0.00168  -0.214
O: -1.45106 0.95137 -0.87534  -0.177
C: -2.42138 -0.08289 -0.95439  -0.078
H: 0.68733 -3.55903 -0.60396  0.082
H: 2.00215 -2.43010 -0.51043  0.072
H: 0.97948 -2.49954 -2.01232  0.093
H: 0.86405 -0.08809 -1.53167  0.136
H: 1.58345 -0.22298 0.06372  0.120
H: 0.13257 1.66421 0.11410  0.129
H: -0.76215 0.39143 0.97967  0.107
H: -2.84343 -0.30905 0.03084  0.084
H: -2.02548 -0.95531 -1.46785  0.085
H: -3.24035 0.30033 -1.56897  0.074
C: -4.17817 5.27065 4.02053  -0.129
O: -2.84112 5.27219 4.43792  -0.199
C: -2.03468 6.23021 3.76616  -0.198
C: -1.68324 5.92933 2.31362  -0.224
O: -0.90440 4.78438 2.10816  -0.154
C: -1.59634 3.56470 2.15668  -0.102
H: -4.30775 5.37486 2.93403  0.082
H: -4.75840 6.06877 4.49766  0.089
H: -4.61000 4.29839 4.26578  0.089
H: -1.09112 6.25921 4.31902  0.129
H: -2.49551 7.22189 3.86585  0.125
H: -1.06711 6.78135 2.01062  0.127
H: -2.58567 5.95572 1.68447  0.118
H: -0.88661 2.74265 2.23205  0.079
H: -2.19365 3.32924 1.25626  0.094
H: -2.31115 3.49704 2.97597  0.077
C: 2.34249 -5.95049 0.17282  -0.116
O: 2.67620 -4.67881 0.66613  -0.215
C: 3.77728 -4.65594 1.54261  -0.211
C: 4.13139 -3.22460 1.83239  -0.218
O: 4.61438 -2.61652 0.66458  -0.190
C: 4.86842 -1.25585 0.84439  -0.115
H: 1.58840 -6.43787 0.79978  0.091
H: 3.21501 -6.60860 0.08148  0.087
H: 1.94375 -5.85364 -0.83928  0.089
H: 4.64174 -5.14306 1.06461  0.129
H: 3.59097 -5.21536 2.46868  0.132
H: 4.92153 -3.23160 2.60737  0.134
H: 3.29718 -2.67833 2.29180  0.129
H: 4.00226 -0.71686 1.24645  0.084
H: 5.13043 -0.81220 -0.11861  0.083
H: 5.73314 -1.07102 1.49960  0.094
C: 4.74483 -4.77122 -2.06969  -0.110
O: 4.33838 -4.29429 -3.32315  -0.155
C: 4.14150 -2.90601 -3.35383  -0.210
C: 5.40932 -2.05588 -3.21873  -0.200
O: 6.32466 -2.12742 -4.28372  -0.170
C: 5.85170 -1.83066 -5.56294  -0.117
H: 4.14795 -4.30715 -1.26978  0.068
H: 5.78171 -4.52234 -1.81303  0.092
H: 4.59420 -5.84696 -2.02890  0.090
H: 3.47589 -2.59498 -2.53063  0.110
H: 3.61544 -2.66463 -4.27748  0.114
H: 5.97474 -2.45369 -2.37660  0.114
H: 5.09510 -1.02608 -3.00328  0.126
H: 6.56673 -2.24948 -6.26849  0.091
H: 5.74357 -0.75125 -5.72782  0.090
H: 4.88498 -2.29456 -5.78706  0.077
C: -1.05262 -1.22106 6.39379  -0.099
O: -0.05234 -1.72473 5.52977  -0.167
C: -0.53931 -2.24351 4.32983  -0.223
C: -0.70707 -1.21539 3.20169  -0.220
O: -1.59830 -0.14992 3.39920  -0.199
C: -2.94554 -0.54014 3.49486  -0.106
H: -1.81137 -1.98522 6.59655  0.090
H: -1.49889 -0.31138 5.98642  0.084
H: -0.57463 -0.96266 7.33737  0.088
H: -1.48308 -2.78587 4.47803  0.116
H: 0.19294 -2.94733 3.92574  0.125
H: -0.93594 -1.78128 2.28049  0.123
H: 0.27403 -0.77017 3.01339  0.128
H: -3.09728 -1.28190 4.29070  0.076
H: -3.31059 -0.96571 2.55491  0.087
H: -3.51784 0.33535 3.79266  0.091
C: -4.82053 5.55504 -5.19109  -0.113
O: -4.22277 4.50878 -4.46409  -0.193
C: -5.15963 3.85447 -3.64792  -0.241
C: -4.55891 2.65148 -2.97627  -0.205
O: -4.49784 1.48086 -3.77864  -0.196
C: -3.89837 1.64445 -5.05560  -0.100
H: -5.44961 5.15452 -6.00052  0.091
H: -4.06446 6.19315 -5.63945  0.087
H: -5.46409 6.16272 -4.54197  0.086
H: -6.03565 3.50763 -4.22061  0.135
H: -5.53727 4.56093 -2.89247  0.128
H: -5.25389 2.33892 -2.19150  0.128
H: -3.59197 2.85063 -2.50144  0.130
H: -2.92713 2.13767 -4.99866  0.093
H: -4.55585 2.19673 -5.73393  0.082
H: -3.79121 0.64003 -5.46526  0.087

Output
Frontier orbital gap (eV): 9.9
SMILES: COCCOC.COCCOC.COCCOC.COCCOC.COCCOC.COCCOC
LUMO (eV): 0.663
Relative energy (zero: lowest compared OMol25 entry of this formula, charge and spin) (eV): 4.140

DFT (ωB97M-V/def2-TZVPD) results for a single C6H4 molecule.

Last column: Löwdin charge in e.
Atoms and positions in Å:
C: 0.65610 -1.23025 0.32574  -0.049
C: 0.93245 -1.37761 -1.05234  0.090
C: -0.08266 -0.66149 1.31545  0.017
C: 0.07302 0.49897 0.50372  -0.181
C: -0.68757 0.78950 -0.80291  0.058
C: 0.46771 -0.17724 -0.84685  -0.256
H: -0.07678 -0.89406 2.28010  0.054
H: -1.55687 0.33558 -1.07605  0.086
H: -0.51924 1.68310 -1.37152  0.113
H: 0.79385 1.03351 0.72465  0.068

Output
Frontier orbital gap (eV): 9.5
LUMO (eV): 0.812
Relative energy (zero: lowest compared OMol25 entry of this formula, charge and spin) (eV): 4.911